DFT (wB97M-V/def2-TZVPD) results for the ion C4H13N2S2 with charge +1 in a non-equilibrium geometry.

Each atom is followed by the atoms it is bonded to, with distances in Å.
Geometry (Å):
1 N -0.5524 3.8557 0.0179  C2 1.490, H9 1.024, H10 1.023, H11 1.019
2 C -0.7135 2.8252 -1.0455  N1 1.490, C3 1.516, H12 1.092, H13 1.086
3 C 0.1605 1.6026 -0.8477  C2 1.516, S4 1.822, H14 1.087, H15 1.090
4 S 0.0352 1.1339 0.9089  C3 1.822, S5 2.024
5 S 1.0843 -0.5696 1.2157  S4 2.024, C6 1.873
6 C -0.0834 -2.0087 0.9419  S5 1.873, C7 1.534, H16 1.087, H17 1.077
7 C 0.8512 -3.1957 0.6775  C6 1.534, N8 1.482, H18 1.086, H19 1.091
8 N 0.0142 -4.2666 0.0881  C7 1.482, H20 1.005, H21 1.012
9 H -0.8509 4.7898 -0.2766  N1 1.024
10 H 0.4405 3.8904 0.2630  N1 1.023
11 H -1.1048 3.6741 0.8550  N1 1.019
12 H -0.4396 3.2245 -2.0247  C2 1.092
13 H -1.7369 2.4950 -1.1994  C2 1.086
14 H 1.1759 1.6717 -1.2299  C3 1.087
15 H -0.3214 0.7769 -1.3715  C3 1.090
16 H -0.6059 -1.8320 0.0051  C6 1.087
17 H -0.6869 -2.0610 1.8329  C6 1.077
18 H 1.6809 -2.9116 0.0368  C7 1.086
19 H 1.2017 -3.6090 1.6243  C7 1.091
20 H 0.1823 -4.3016 -0.9025  N8 1.005
21 H 0.2688 -5.1839 0.4308  N8 1.012

The value obtained for the relative energy (zero: lowest compared OMol25 entry of this formula, charge and spin) is 29.1 kcal per mole. As for the SMILES: NCCSSCC[NH3+]. For the gap between HOMO and LUMO, the calculation gives 0.3047 Ha. The spin multiplicity is 1. As for the LUMO energy: -0.136 Eh. The calculation puts the total energy at -29002.6161 eV. The charge is +1. The value obtained for the HOMO energy is -12.0 eV.